213
Properties=species:S:1:pos:R:3:forces:R:3:lowdin_charge:R:1 method="wB97M-V/def2-TZVPD" smiles="CN(C)P(=O)(N(C)C)N(C)C.CN(C)P(=O)(N(C)C)N(C)C.CN(C)P(=O)(N(C)C)N(C)C.CN(C)P(=O)(N(C)C)N(C)C.CN(C)P(=O)(N(C)C)N(C)C.CN(C)P(=O)(N(C)C)N(C)C.CN(C)P(=O)(N(C)C)N(C)C.c1cc[nH]c1" relative_energy_ev=0.0000 largest_force_ev_per_a=3.553 spin_multiplicity=1 e_homo_ha=-0.29358
C 3.5864 -0.2887 1.2411 -1.74 0.74 1.30 -0.12
N 4.6146 0.4543 1.9578 0.47 1.32 -0.14 -0.26
C 4.3476 1.9036 2.3917 1.08 -1.18 -0.45 -0.05
P 5.8014 -0.2560 2.9063 -1.69 0.28 -0.87 0.48
O 5.2942 -0.6757 4.2315 0.64 -0.38 -0.04 -0.28
N 6.3797 -1.4468 1.9295 0.74 -1.48 1.66 -0.30
C 7.1402 -2.5377 2.6460 0.69 0.84 -1.98 -0.07
C 6.5236 -1.4348 0.5135 -0.15 0.42 -1.19 -0.17
N 6.9287 0.9316 3.0373 1.38 -0.42 -0.61 -0.34
C 7.9681 1.2658 2.0224 -1.99 0.03 -0.07 -0.06
C 7.2432 1.4535 4.3140 1.20 0.42 2.13 -0.16
H 3.9243 -1.0999 0.6239 0.63 -0.42 -0.03 0.05
H 3.0778 0.4036 0.5518 0.06 -0.11 0.25 0.07
H 2.7730 -0.6977 1.9418 1.09 0.47 -0.89 0.09
H 4.6097 2.6345 1.5632 -1.13 -0.84 0.72 0.08
H 5.1631 2.0713 3.1022 -0.54 0.38 -0.08 0.03
H 3.4098 2.0069 2.9748 0.20 0.16 -0.89 0.08
H 6.8229 -3.5098 2.2386 0.37 0.26 -0.04 0.08
H 8.2611 -2.3595 2.5166 -1.33 -0.47 0.04 0.10
H 6.9170 -2.5478 3.6809 -0.34 0.25 0.99 0.05
H 7.5633 -1.4738 0.1602 0.08 -0.09 0.34 0.08
H 6.0051 -2.2903 0.0602 0.02 0.06 -0.01 0.08
H 6.1114 -0.5092 0.0716 -0.02 -0.46 0.33 0.08
H 8.9208 0.9027 2.3947 0.33 0.28 -0.25 0.08
H 7.6959 0.8216 1.0592 0.26 -0.29 0.30 0.06
H 7.9192 2.3516 1.7922 0.48 -0.42 0.58 0.09
H 6.5420 1.1681 5.1264 0.20 0.09 -0.90 0.07
H 7.2575 2.5461 4.2243 0.15 0.07 0.38 0.08
H 8.2634 1.1154 4.7172 -1.04 0.43 -0.72 0.11
C -0.4018 4.1833 -0.9301 -1.16 1.41 -0.30 -0.15
N 1.0204 3.9228 -0.9680 0.37 -0.04 0.77 -0.27
C 1.5807 3.3806 0.3166 0.67 2.33 -0.68 -0.07
P 1.9555 5.1162 -1.6892 0.22 -0.48 -0.56 0.55
O 2.1108 6.4239 -1.0120 0.31 -0.55 0.26 -0.30
N 3.4504 4.3401 -1.8933 -0.10 -0.19 -0.62 -0.32
C 4.7193 4.8220 -1.3550 0.71 -2.29 0.51 -0.12
C 3.5348 3.0747 -2.6510 -0.41 0.95 -0.40 -0.10
N 1.0916 5.3612 -3.1201 1.75 0.54 0.94 -0.33
C 1.0366 6.7660 -3.5146 0.08 0.11 -0.41 -0.11
C 0.7178 4.4438 -4.1591 -1.05 0.80 0.06 -0.13
H -0.7344 5.0220 -0.2624 0.71 -0.24 -0.32 0.09
H -0.8928 3.3359 -0.4861 -0.36 -0.60 -0.24 0.05
H -0.8120 4.4718 -1.9504 0.51 -0.80 1.21 0.09
H 1.5821 4.1230 1.1573 -0.68 -0.56 -0.54 0.11
H 2.6326 3.2962 0.1150 0.61 -0.58 -0.01 0.04
H 1.1735 2.4399 0.5843 -0.63 -0.80 0.19 0.05
H 4.6149 5.8523 -1.0745 0.09 0.33 0.48 0.06
H 5.0769 4.1022 -0.4710 -0.72 1.71 -1.40 0.10
H 5.5318 4.7106 -2.1235 -0.76 0.26 0.48 0.08
H 2.6261 2.9978 -3.2485 -0.01 -0.33 0.21 0.04
H 4.3366 3.1084 -3.4248 -0.15 -0.04 0.84 0.09
H 3.6082 2.1943 -2.0007 0.21 0.07 -0.10 0.07
H -0.0157 7.0201 -3.4799 -0.36 0.53 -0.39 0.08
H 1.5514 7.3851 -2.7647 -0.17 -0.25 -0.57 0.07
H 1.4465 6.9355 -4.5464 -0.29 -0.16 0.84 0.09
H -0.3113 4.7512 -4.4737 0.44 -0.72 0.12 0.10
H 0.7656 3.4288 -3.8076 -0.35 -0.39 0.07 0.04
H 1.3289 4.5497 -5.0454 0.45 -0.03 -0.32 0.08
C -0.7242 -3.6104 -6.3343 1.30 1.63 0.12 -0.12
N -1.3311 -2.3291 -6.7500 -0.82 0.11 0.26 -0.30
C -2.1742 -2.3197 -7.9652 -0.16 -1.42 -0.14 -0.11
P -1.6772 -1.1344 -5.6169 1.50 0.65 -0.79 0.52
O -2.5917 -0.1301 -6.2062 -0.07 -0.12 -0.02 -0.30
N -2.2974 -1.7465 -4.2296 0.13 -0.66 2.41 -0.25
C -1.3995 -2.3624 -3.1081 -0.83 1.36 -1.06 -0.04
C -3.7322 -1.4773 -3.8480 0.79 0.27 -0.23 -0.10
N -0.1227 -0.5570 -5.1909 -1.58 -0.24 0.90 -0.28
C -0.1221 0.4519 -4.1488 0.67 1.44 -0.56 -0.12
C 1.0956 -0.6751 -5.9205 -0.09 1.02 -1.51 -0.12
H -1.3363 -4.4561 -6.1112 -1.32 -0.26 -0.04 0.04
H -0.1654 -3.4026 -5.3905 0.02 -0.30 -0.88 0.06
H -0.0419 -3.9513 -7.1319 0.06 0.21 0.38 0.09
H -2.0364 -3.3540 -8.3432 -0.43 0.54 -0.18 0.08
H -1.8410 -1.6516 -8.7643 0.20 0.17 0.37 0.07
H -3.2698 -2.1341 -7.8212 0.99 -0.16 0.25 0.08
H -1.9117 -3.2832 -2.8860 0.16 -0.54 0.46 0.06
H -0.3575 -2.5419 -3.4459 -0.88 0.09 -0.04 0.05
H -1.3375 -1.7089 -2.1934 -0.36 -0.45 -0.95 0.07
H -3.7892 -1.2633 -2.7732 0.24 0.44 -0.20 0.07
H -4.0945 -0.6467 -4.4746 0.25 -0.22 0.54 0.05
H -4.4710 -2.2721 -3.9690 0.53 -0.67 -0.44 0.07
H -0.9851 0.3580 -3.5107 -0.21 -0.07 0.14 0.04
H 0.7771 0.4223 -3.5195 -0.17 -0.51 -0.15 0.07
H -0.1011 1.5184 -4.5532 -0.29 -1.10 0.05 0.09
H 1.9064 -1.0739 -5.3508 0.50 -0.41 0.72 0.07
H 1.4465 0.3159 -6.3344 -0.42 -0.68 0.34 0.10
H 0.9174 -1.3228 -6.7683 0.13 -0.18 -0.24 0.07
C -1.0130 -6.1212 -3.7525 1.85 -1.15 2.05 -0.10
N 0.4494 -6.0915 -3.9269 1.04 0.94 -0.39 -0.29
C 0.8573 -6.4614 -5.3011 -0.42 0.62 -0.91 -0.13
P 1.5173 -4.9936 -3.1362 -1.83 -2.31 -0.04 0.49
O 1.5421 -3.6536 -3.6927 0.56 1.65 -0.43 -0.27
N 1.0333 -5.0156 -1.5600 -0.78 0.16 0.32 -0.28
C 0.9383 -3.7820 -0.7813 0.31 -1.56 0.19 -0.11
C 0.9166 -6.2513 -0.8088 -0.14 -0.40 -0.69 -0.11
N 2.9463 -5.7885 -3.2363 0.92 -0.94 -0.27 -0.30
C 3.0655 -7.2035 -2.8550 -0.48 -0.03 0.31 -0.12
C 4.1952 -5.0187 -3.2642 0.12 0.16 -0.35 -0.10
H -1.5842 -5.5366 -4.4141 -0.55 0.51 -1.23 0.04
H -1.2586 -5.7743 -2.7534 0.07 0.14 0.25 0.07
H -1.2219 -7.1894 -3.7425 -0.83 0.00 -0.43 0.09
H 0.0725 -6.1313 -6.0195 0.17 -0.37 0.52 0.06
H 0.9629 -7.5634 -5.4575 0.28 0.80 0.29 0.09
H 1.7226 -5.8578 -5.6885 -0.37 -0.95 0.77 0.09
H 0.9996 -2.9333 -1.4147 0.03 0.50 -0.63 0.04
H -0.0254 -3.7725 -0.2594 0.31 0.14 0.15 0.09
H 1.7998 -3.7845 -0.0944 -0.42 0.36 0.24 0.10
H 0.3830 -6.1845 0.1081 -0.90 0.90 0.73 0.07
H 0.3538 -6.9874 -1.3852 0.33 -0.18 -0.11 0.08
H 1.8489 -6.6634 -0.4621 0.71 -0.24 -0.28 0.06
H 3.7408 -7.7451 -3.5073 0.42 0.14 -0.15 0.08
H 3.3757 -7.3504 -1.7956 0.01 0.17 -0.66 0.08
H 2.1012 -7.7120 -2.9835 0.15 0.32 0.12 0.07
H 5.0015 -5.6365 -2.8372 -0.24 0.14 -0.39 0.08
H 4.1213 -4.1434 -2.6082 0.00 0.05 -0.27 0.07
H 4.4561 -4.6810 -4.3083 -0.16 -0.35 1.08 0.10
C -3.8897 4.8439 -0.9330 1.94 -0.85 -0.07 -0.12
N -4.8592 3.8651 -0.5647 -0.58 -0.52 3.47 -0.30
C -5.2544 4.0889 0.8884 -0.84 0.22 -1.18 -0.06
P -4.7166 2.2837 -0.9786 -2.06 0.24 -2.54 0.56
O -3.7330 1.2652 -0.5574 0.18 0.51 0.64 -0.28
N -6.2819 1.7305 -0.5804 1.02 0.53 0.18 -0.28
C -6.4440 0.2726 -0.6666 0.49 1.65 1.43 -0.09
C -7.4981 2.5259 -0.8356 1.31 -1.31 1.10 -0.10
N -4.4998 2.6119 -2.6211 0.51 -1.04 0.05 -0.30
C -3.4790 1.8315 -3.3622 -1.22 -0.34 0.46 -0.09
C -5.4505 3.3713 -3.4332 0.89 -0.56 -0.26 -0.10
H -3.1491 4.9571 -0.1314 -0.01 0.15 -0.05 0.08
H -4.3861 5.7652 -1.0608 -0.35 1.26 -0.52 0.08
H -3.3106 4.5036 -1.8006 -0.46 0.44 -0.05 0.08
H -6.3390 3.9670 0.9775 0.08 0.63 -0.02 0.06
H -4.9065 5.0969 1.1621 -0.37 -0.56 0.18 0.09
H -4.9114 3.3279 1.5655 0.91 -0.24 0.24 0.06
H -6.4720 -0.0027 -1.6682 -0.46 -0.94 -1.95 0.06
H -5.5462 -0.1172 -0.2384 0.41 -0.70 0.35 0.05
H -7.3040 -0.0513 -0.1010 -0.35 -0.11 0.06 0.08
H -8.2064 2.2571 -0.0438 -0.23 0.19 -0.41 0.09
H -7.2326 3.5510 -0.7786 -0.06 0.95 0.04 0.05
H -7.8273 2.3028 -1.8153 -0.99 -0.18 -1.04 0.07
H -3.2326 0.9702 -2.7028 -0.22 0.23 -1.11 0.05
H -3.9348 1.6212 -4.3463 0.58 -0.63 0.44 0.08
H -2.5400 2.3361 -3.5415 0.24 0.72 0.00 0.06
H -6.1964 2.7674 -3.9498 0.10 -0.53 -0.15 0.08
H -4.8878 3.9109 -4.2171 -0.37 0.14 0.49 0.10
H -6.0255 3.9988 -2.7924 -0.15 0.95 0.32 0.05
C -6.0479 -2.5950 5.3006 0.56 -0.11 -0.08 -0.10
N -5.4542 -1.7213 4.2604 -0.15 -0.30 1.22 -0.29
C -6.2810 -0.6021 3.9115 -0.74 0.90 0.18 -0.14
P -3.7813 -1.5870 4.2093 -0.49 0.72 0.04 0.51
O -3.1590 -2.1699 5.4110 0.13 0.46 0.33 -0.30
N -3.2064 -2.3662 2.8644 0.31 -0.96 -0.66 -0.29
C -2.3072 -3.5210 3.1676 -0.02 -0.08 -1.61 -0.10
C -4.0445 -2.5786 1.6437 0.77 1.92 0.94 -0.08
N -3.5982 0.0499 3.9064 1.22 -0.16 0.47 -0.32
C -3.8484 1.0724 4.9287 0.20 -1.11 0.00 -0.09
C -3.3868 0.6181 2.6114 -1.10 -0.31 -1.33 -0.14
H -6.8565 -3.1286 4.8245 -0.65 -0.08 0.14 0.07
H -6.3956 -2.0924 6.2575 0.44 -0.20 -1.24 0.10
H -5.3058 -3.3570 5.5605 -0.12 0.27 0.15 0.07
H -5.7360 0.1128 3.3106 0.04 -0.07 -0.28 0.04
H -6.5839 -0.0033 4.8128 -0.14 -0.65 -0.56 0.10
H -7.1645 -0.8887 3.3118 0.15 -0.06 0.48 0.09
H -2.8850 -4.4673 3.1406 0.18 0.37 0.38 0.08
H -1.5645 -3.6362 2.3368 -0.42 0.26 0.55 0.07
H -1.7670 -3.3989 4.1026 -0.29 0.05 -0.07 0.06
H -4.9139 -1.9230 1.7049 0.00 0.08 0.00 0.06
H -3.5103 -2.2936 0.7112 -0.14 -0.57 0.51 0.08
H -4.4247 -3.5644 1.6742 -0.23 -1.26 -0.44 0.06
H -3.9186 0.5616 5.9199 0.15 0.76 -0.64 0.10
H -3.0319 1.7927 4.8398 0.07 -0.04 0.59 0.08
H -4.7655 1.6073 4.6859 -0.31 0.08 0.20 0.07
H -2.6208 1.3811 2.4780 0.22 0.14 0.72 0.09
H -4.3565 1.0624 2.2666 0.62 -0.05 -0.12 0.07
H -3.1231 -0.1635 1.8971 -0.18 0.04 0.19 0.04
C 3.7168 1.7009 5.7702 0.23 -1.41 -1.32 -0.14
N 2.5930 2.4956 5.4295 -2.43 1.26 -0.69 -0.32
C 2.7730 3.9950 5.3613 0.23 -1.62 -0.11 -0.08
P 1.0023 1.8480 5.2678 2.40 -0.43 0.77 0.58
O 0.1728 2.9364 4.7228 -0.67 -0.18 -0.37 -0.31
N 1.1129 0.4362 4.3139 0.03 1.73 2.30 -0.26
C 1.5649 -0.8702 4.7912 0.52 1.00 -0.94 -0.10
C 0.3752 0.5604 3.0931 0.79 -0.19 -1.21 -0.13
N 0.6364 1.3185 6.8306 0.55 0.53 -0.89 -0.31
C -0.5122 0.4696 7.0964 0.20 -1.01 0.11 -0.12
C 0.9855 2.2759 7.8899 1.32 -0.09 0.05 -0.11
H 4.5520 1.9341 5.1078 0.06 0.07 0.05 0.04
H 3.5346 0.6048 5.6001 0.05 1.09 0.23 0.08
H 4.0554 1.8449 6.7616 0.36 0.14 1.45 0.07
H 3.6481 4.1759 4.7197 -0.23 0.18 0.15 0.08
H 2.9399 4.4354 6.3415 0.32 -0.07 0.34 0.06
H 1.8894 4.4939 4.9742 -0.01 -0.36 -0.30 0.06
H 2.4916 -1.2009 4.3435 0.52 0.19 -0.19 0.07
H 1.6364 -1.0116 5.8368 0.26 0.72 1.27 0.07
H 0.8512 -1.5744 4.5357 -1.74 -1.57 -0.89 0.05
H -0.2863 -0.2707 2.9671 -1.16 -0.38 0.22 0.06
H -0.0890 1.5520 3.0811 -0.23 -0.47 -0.25 0.07
H 1.0051 0.4372 2.1990 0.16 0.42 0.16 0.05
H -1.4296 1.0007 7.2973 -0.45 0.61 -0.22 0.06
H -0.7239 -0.2672 6.2708 0.41 0.75 0.82 0.09
H -0.3204 -0.0612 8.0475 0.04 -0.19 -0.50 0.09
H 0.1712 2.9912 8.0953 0.21 -0.38 0.24 0.09
H 1.9082 2.8731 7.6065 -1.28 -0.71 0.09 0.07
H 1.3377 1.6918 8.7736 -0.76 0.51 -0.26 0.09
C 0.5220 -1.0066 -0.0392 0.19 -0.14 -0.13 -0.14
C 0.5596 0.1054 -0.9323 -0.64 -0.27 0.97 -0.10
C -0.7056 0.5828 -0.9739 -1.61 1.02 0.36 -0.15
N -1.5252 -0.2075 -0.1868 1.68 0.52 -0.83 0.04
C -0.7689 -1.1707 0.3934 0.24 -0.22 -0.10 -0.15
H 1.3276 -1.6693 0.1916 0.26 0.06 0.21 0.07
H 1.3437 0.6528 -1.3783 1.02 -0.05 -0.39 0.08
H -1.1064 1.5220 -1.3932 0.28 -0.93 0.15 0.11
H -2.3626 0.1623 0.1648 -1.49 0.31 0.03 0.05
H -1.2437 -1.9358 0.9913 0.25 0.14 0.15 0.09